ORCA calculation (ωB97M-V/def2-TZVPD) on one molecule with the formula C17H21N5O4S.

Multiplicity: 1
SMILES: Cc1ccc([N+](=O)[O-])cc1NC(=O)CSc1nnc(C)n1C[C@@H]1CCCO1
HOMO level (eV): -8.790
Energy relative to the best compared isomer or geometry (same formula, charge and spin) (eV): 0.0000
Strongest force on any atom (eV/A): 1.46
LUMO level (eV): -0.12
DFT total energy (hartree): -1633.27047

Geometry (Å):
C 3.406 3.134 -2.477
C 3.289 1.649 -2.456
C 4.280 0.859 -3.034
C 4.180 -0.516 -3.086
C 3.047 -1.125 -2.558
N 2.917 -2.554 -2.601
O 1.993 -3.058 -1.995
O 3.746 -3.178 -3.231
C 2.045 -0.369 -1.970
C 2.172 1.012 -1.893
N 1.129 1.721 -1.276
C 1.271 2.587 -0.244
O 2.322 2.984 0.208
C -0.071 3.032 0.330
S -0.634 1.896 1.644
C -1.211 0.572 0.677
N -1.213 0.505 -0.630
N -1.730 -0.689 -0.976
C -2.042 -1.333 0.109
C -2.645 -2.678 0.178
N -1.720 -0.575 1.209
C -1.919 -0.859 2.601
C -3.280 -0.334 3.093
C -3.415 -0.433 4.621
C -4.854 -0.912 4.804
C -5.038 -1.770 3.555
O -4.341 -1.091 2.527
H 3.620 3.503 -1.473
H 4.200 3.451 -3.148
H 2.465 3.584 -2.791
H 5.146 1.342 -3.461
H 4.951 -1.124 -3.532
H 1.167 -0.863 -1.580
H 0.200 1.275 -1.349
H 0.049 3.992 0.831
H -0.855 3.076 -0.425
H -2.843 -3.021 -0.832
H -3.574 -2.634 0.744
H -1.964 -3.377 0.663
H -1.871 -1.941 2.745
H -1.120 -0.373 3.169
H -3.395 0.702 2.747
H -3.217 0.519 5.106
H -2.717 -1.177 5.008
H -5.004 -1.474 5.722
H -5.543 -0.068 4.781
H -6.077 -1.873 3.237
H -4.609 -2.771 3.706